No. 1
# C22H30NO2Si

2 unconnected molecules or ions with the total composition C22H30NO2Si in a non-equilibrium geometry (wB97M-V/def2-TZVPD, OMol25).

The geometry in XYZ format:
```
56
Properties=species:S:1:pos:R:3:forces:R:3:nbo_charge:R:1
C -0.409071 0.229013 2.469994 -1.51 0.19 0.59 -0.63
C 0.730293 -0.131613 1.630324 3.06 2.38 0.40 -0.21
C 1.023601 -1.485972 1.181719 -0.24 -1.62 -0.24 -0.62
C 1.824964 0.707739 1.713221 -2.43 -1.97 -0.66 0.63
O 3.015548 0.266923 1.371082 1.46 0.51 -0.35 -0.83
Si 4.513747 0.634058 2.157405 -1.03 -0.33 -0.64 1.87
C 5.697157 0.075997 0.839980 0.34 -0.04 0.07 -1.14
C 4.640737 2.458991 2.475386 0.31 0.21 0.31 -1.15
C 4.468944 -0.427803 3.684160 0.31 -0.02 0.27 -1.15
O 1.738419 1.936592 2.224437 -0.23 1.50 0.12 -0.55
C 1.268181 2.997163 1.343069 0.41 -0.71 0.56 -0.24
H -1.079204 -0.632345 2.554198 -0.15 0.23 0.01 0.21
H -0.088727 0.491363 3.493369 -0.21 0.01 -0.35 0.22
H -0.979656 1.078882 2.070247 -0.12 -0.15 0.25 0.20
H 0.166399 -2.135333 1.400716 0.17 -0.06 -0.23 0.21
H 1.227066 -1.521939 0.100810 0.09 -0.25 0.22 0.18
H 1.898416 -1.911893 1.702608 -0.23 0.06 -0.30 0.23
H 6.732481 0.157427 1.200604 -0.17 -0.06 -0.18 0.25
H 5.514383 -0.967353 0.548509 0.04 0.24 0.12 0.25
H 5.597194 0.704672 -0.056528 0.03 -0.13 0.25 0.24
H 5.625616 2.654154 2.927725 -0.19 0.07 -0.13 0.25
H 4.586233 3.034974 1.541815 0.01 -0.15 0.17 0.24
H 3.874044 2.836234 3.164100 0.23 -0.19 -0.18 0.26
H 5.408064 -0.304433 4.243562 -0.23 -0.10 -0.01 0.25
H 3.642018 -0.154715 4.356641 0.21 0.00 -0.22 0.25
H 4.364581 -1.494329 3.432615 0.04 0.34 0.00 0.25
H 1.285671 3.892653 1.965834 -0.05 -0.04 -0.26 0.21
H 1.948639 3.100207 0.485408 -0.19 0.02 0.21 0.18
H 0.246622 2.776526 1.011621 0.16 0.06 0.03 0.17
C 0.331117 -0.125155 -2.475873 1.30 0.54 0.22 -0.73
C -0.886963 0.449934 -1.910332 -2.52 -0.98 -1.59 0.32
N -2.074421 -0.135823 -2.047021 2.80 0.84 0.69 -0.26
C -3.300544 0.481519 -1.708485 -1.46 0.02 0.17 0.08
C -3.518030 1.800152 -1.366021 -0.30 -0.01 0.02 -0.19
C -4.841207 2.177708 -1.083446 0.12 -0.34 -0.06 -0.19
C -5.882017 1.232528 -1.152447 0.25 0.07 0.00 -0.17
C -5.644021 -0.093796 -1.531799 0.54 -0.03 -0.04 -0.18
C -4.331511 -0.471221 -1.821849 -0.32 1.36 0.48 0.02
C -3.736128 -1.709493 -2.251457 0.87 -0.93 -0.36 -0.08
C -2.343283 -1.492091 -2.405763 -1.09 -0.72 -0.20 0.16
C -1.503028 -2.495608 -2.848546 0.23 -0.24 -0.13 -0.22
C -2.059723 -3.758557 -3.110552 -0.36 0.22 0.14 -0.19
C -3.433662 -3.991415 -2.928834 0.39 0.13 -0.02 -0.16
C -4.283804 -2.963802 -2.510358 0.23 0.49 0.14 -0.16
H 1.054323 0.697837 -2.473565 0.12 -0.37 -0.07 0.26
H 0.763821 -0.931213 -1.866683 -0.19 0.12 -0.01 0.28
H 0.231109 -0.487554 -3.509830 -0.28 0.16 0.35 0.27
H -0.909136 1.502236 -1.635428 -0.02 -0.35 0.39 0.23
H -2.682366 2.494980 -1.341209 -0.38 0.14 0.12 0.22
H -5.063620 3.211225 -0.807004 0.09 -0.41 -0.10 0.24
H -6.893081 1.546863 -0.898811 0.23 -0.08 -0.12 0.24
H -6.427470 -0.848014 -1.602385 0.01 0.40 0.07 0.23
H -0.447131 -2.308650 -3.005310 -0.29 -0.39 0.05 0.23
H -1.413783 -4.567051 -3.459668 -0.23 0.31 0.14 0.24
H -3.832123 -4.987419 -3.115661 0.07 0.27 0.01 0.24
H -5.355663 -3.093965 -2.366307 0.29 -0.23 -0.12 0.23
```
Positions in Å, forces in eV/Å.

The HOMO energy is -9.827 eV. Its charge is +1. The energy comes out at -1350.825037 a.u.

---

No. 2
# C22H30NO7S

2 unconnected molecules or ions with the total composition C22H30NO7S in a non-equilibrium geometry (wB97M-V/def2-TZVPD, OMol25).

The geometry in XYZ format:
```
61
Properties=species:S:1:pos:R:3:forces:R:3:nbo_charge:R:1
C 3.899999 0.303308 1.067278 -0.18 0.02 -0.37 -0.64
C 4.284484 1.122420 -0.138606 0.07 -0.04 0.12 0.01
C 5.040166 0.528115 -1.145479 0.03 0.09 -0.10 -0.18
C 5.434783 1.235115 -2.271358 -0.23 0.38 0.05 -0.20
C 5.061709 2.567176 -2.394582 -0.04 -0.09 0.20 -0.21
C 4.318860 3.179552 -1.392353 0.07 -0.12 -0.21 -0.22
C 3.922521 2.467745 -0.262645 0.06 0.02 -0.34 -0.09
C 3.135595 3.138149 0.833270 0.48 -0.33 -0.16 -0.09
O 2.798780 4.494999 0.493041 -0.18 -0.19 0.14 -0.49
C 1.517957 4.866700 0.556436 0.10 0.03 -0.09 0.77
O 1.178083 5.906773 1.023322 -0.15 0.50 0.14 -0.49
C 0.465976 3.988202 -0.087320 0.18 -0.28 0.06 -0.06
C 0.757328 3.132790 -1.142806 -0.27 0.15 0.26 -0.15
C -0.263874 2.381272 -1.688284 0.46 0.24 0.22 0.08
N -1.511681 2.475444 -1.203573 -0.08 -0.14 -0.54 -0.25
C -2.581698 1.609742 -1.769999 0.05 -0.22 0.60 -0.21
C -2.857749 0.422422 -0.827144 0.30 -0.06 -0.42 -0.41
C -2.179308 -0.873634 -1.307838 -0.37 -0.28 0.66 -0.42
C -0.952104 -1.249212 -0.460892 -0.10 0.00 -0.39 -0.68
S 0.559064 -1.609668 -1.362514 0.92 -0.25 1.01 2.36
O 0.960691 -2.944645 -1.054901 -0.34 -0.02 -0.24 -0.91
O 1.478463 -0.542811 -1.105359 -0.23 0.29 -0.39 -0.95
O 0.208966 -1.502413 -2.908111 -0.32 0.27 0.01 -0.87
C -1.813288 3.311439 -0.196987 0.29 0.33 0.33 0.07
C -0.839406 4.091528 0.383311 -0.03 -0.28 -0.25 -0.18
H 3.825024 -0.740239 0.777250 0.07 -0.14 0.06 0.24
H 4.630697 0.388720 1.868591 0.03 0.07 0.12 0.23
H 2.917993 0.587946 1.440699 -0.02 0.01 0.17 0.20
H 5.321917 -0.509910 -1.036579 -0.01 -0.08 0.00 0.22
H 6.012325 0.784857 -3.063881 0.07 -0.21 0.05 0.22
H 5.354302 3.141319 -3.260624 0.04 0.03 -0.08 0.22
H 4.061963 4.221145 -1.519819 -0.07 0.09 0.17 0.22
H 2.247069 2.563973 1.096117 -0.17 0.04 -0.05 0.18
H 3.754838 3.175637 1.728223 -0.07 0.21 0.16 0.22
H 1.768691 3.053466 -1.510876 0.05 -0.16 -0.17 0.27
H -0.063396 1.692143 -2.493213 -0.23 -0.12 -0.08 0.25
H -2.216748 1.241304 -2.720546 -0.06 0.18 -0.23 0.22
H -3.459762 2.226195 -1.926120 -0.03 0.13 -0.03 0.24
H -3.924599 0.261697 -0.714978 -0.11 0.08 -0.05 0.25
H -2.457654 0.658898 0.155526 -0.27 0.10 0.21 0.22
H -1.939673 -0.811050 -2.363587 0.02 0.12 -0.09 0.21
H -2.900010 -1.681008 -1.202075 -0.04 -0.09 -0.07 0.25
H -0.672206 -0.448071 0.216857 0.15 0.11 -0.03 0.24
H -1.135382 -2.126318 0.150818 -0.04 -0.16 -0.04 0.27
H -0.486599 -2.137420 -3.138209 0.23 -0.25 -0.15 0.51
H -2.834218 3.340912 0.148833 -0.14 -0.12 -0.13 0.25
H -1.081843 4.763906 1.189890 -0.01 0.08 0.05 0.28
O -4.405004 -2.138450 2.029226 0.13 0.07 -0.20 -0.59
C -3.895675 -3.187769 2.324755 -0.16 -0.08 0.25 0.80
O -3.553948 -4.039261 1.339692 0.18 0.19 -0.20 -0.51
C -2.772056 -5.224183 1.565584 0.00 -0.23 0.06 -0.07
C -3.628630 -6.399664 1.981972 -0.12 0.08 0.04 -0.64
C -3.695286 -3.591409 3.765776 0.33 0.08 -0.01 -0.75
H -1.970726 -5.022895 2.277360 -0.04 0.03 0.03 0.18
H -2.298508 -5.428877 0.606972 -0.03 0.06 -0.04 0.20
H -4.126476 -6.218966 2.934357 0.06 -0.01 0.03 0.21
H -3.016684 -7.295848 2.080077 0.02 0.00 -0.01 0.23
H -4.401350 -6.584495 1.236403 0.03 -0.02 -0.03 0.22
H -4.614009 -4.050171 4.128500 -0.01 -0.02 0.00 0.26
H -3.502492 -2.691565 4.343832 -0.16 0.04 -0.01 0.25
H -2.866201 -4.275056 3.927290 -0.10 -0.10 -0.02 0.22
```
Positions in Å, forces in eV/Å.

The HOMO energy is -11.336 eV. Its charge is +1. The energy comes out at -1835.701469 a.u.

---

No. 3
# C22H31AsMoN3SeSi2

A molecular structure, C22H31AsMoN3SeSi2 (wB97M-V/def2-TZVPD, OMol25).

The geometry in XYZ format:
```
61
Properties=species:S:1:pos:R:3:forces:R:3:nbo_charge:R:1
Mo 0.339979 -1.052584 -0.230556 0.14 -0.06 0.24 1.07
N 7.138576 -1.734410 -3.062518 0.02 0.00 0.00 -0.25
C 6.086633 -1.564058 -2.635599 0.09 -0.02 -0.04 0.25
C 4.770928 -1.351458 -2.101722 -0.05 -0.06 0.00 -0.14
C 4.476213 -0.152538 -1.455326 -0.04 0.08 0.06 -0.18
C 3.212868 0.054434 -0.929965 0.02 -0.09 -0.06 -0.14
C 2.232780 -0.933741 -1.060985 -0.03 0.15 -0.01 -0.31
C 2.533728 -2.123648 -1.729626 0.06 -0.04 0.01 -0.24
C 3.805594 -2.344056 -2.238026 -0.07 0.03 0.00 -0.14
H 5.241318 0.606567 -1.363473 0.00 -0.01 0.00 0.24
H 2.991098 0.981936 -0.418676 0.00 -0.01 -0.01 0.22
H 1.784405 -2.901987 -1.860785 0.03 0.03 0.00 0.23
H 4.044379 -3.269307 -2.743686 0.02 0.01 -0.01 0.24
Se -0.782503 -5.450227 1.494409 0.00 0.03 0.00 0.16
C -0.402257 -3.899723 0.891533 -0.08 -0.07 0.02 0.19
N -0.124655 -2.810203 0.481340 0.09 0.07 -0.01 -0.76
C -2.735477 1.151182 3.054900 -0.02 0.10 -0.09 -1.13
Si -1.832342 2.001426 1.662511 0.01 0.06 -0.10 1.50
C -1.243000 3.709934 2.110308 -0.05 -0.06 0.00 -1.13
C -2.728721 1.918759 0.029701 0.03 -0.01 0.12 -1.13
As 0.151444 0.699184 1.323800 -0.01 -0.20 0.09 -0.19
Si 1.126203 -0.270388 3.305222 -0.09 0.13 0.06 1.46
C 1.490365 1.194905 4.402085 0.03 -0.08 -0.02 -1.13
C 2.677459 -1.136743 2.746686 -0.07 -0.09 -0.07 -1.14
C -0.097430 -1.455509 4.060998 0.13 -0.01 -0.03 -1.13
H -3.693200 1.658916 3.200192 -0.02 -0.01 0.02 0.26
H -2.190555 1.208650 3.997265 0.05 0.01 0.01 0.25
H -2.943154 0.103716 2.835854 0.01 -0.02 -0.03 0.25
H -2.101510 4.345691 2.338832 -0.02 0.01 0.00 0.26
H -0.692864 4.173837 1.291409 0.00 -0.01 -0.03 0.26
H -0.598160 3.699914 2.989749 0.01 -0.03 0.02 0.25
H -3.650613 2.502700 0.083959 -0.01 0.02 0.02 0.26
H -2.996337 0.892747 -0.228731 -0.01 0.05 0.05 0.25
H -2.125084 2.324303 -0.783805 0.01 0.01 0.02 0.25
H 2.071934 1.957686 3.883651 0.03 0.00 -0.02 0.25
H 2.073324 0.864548 5.265113 0.00 0.00 0.02 0.26
H 0.578588 1.658511 4.779869 -0.05 0.00 -0.01 0.25
H 3.378433 -0.464010 2.255063 0.03 0.07 0.00 0.26
H 2.474983 -1.966795 2.063085 -0.02 0.00 0.02 0.24
H 3.172288 -1.563334 3.622838 0.02 0.00 0.01 0.27
H -0.991329 -0.965070 4.442839 -0.01 0.06 -0.01 0.25
H 0.397087 -1.951728 4.901123 -0.04 -0.02 0.02 0.26
H -0.402977 -2.228539 3.354754 0.01 -0.01 -0.01 0.25
C 0.295057 1.588179 -3.138085 0.09 0.02 0.07 -0.64
C -1.073003 0.995947 -3.283460 -0.14 -0.01 -0.16 0.02
C -1.946072 1.429873 -4.271290 0.00 0.01 0.05 -0.21
C -3.204235 0.860671 -4.410592 0.01 0.02 0.00 -0.15
C -3.624539 -0.153342 -3.562992 0.05 -0.05 0.11 -0.21
C -2.791978 -0.624376 -2.556311 -0.15 0.05 -0.21 0.01
C -3.221439 -1.721400 -1.629878 0.01 -0.05 0.04 -0.64
C -1.525619 -0.035110 -2.447271 0.14 -0.17 0.14 0.08
N -0.683894 -0.492341 -1.446547 -0.11 0.18 -0.21 -0.34
H 0.355029 2.540276 -3.661606 0.01 -0.01 -0.02 0.23
H 1.053882 0.923422 -3.557893 -0.01 -0.01 0.02 0.24
H 0.558399 1.750752 -2.090476 -0.02 0.01 -0.03 0.22
H -1.637249 2.223729 -4.939043 0.01 0.00 0.00 0.23
H -3.866779 1.214540 -5.188922 0.00 0.00 -0.01 0.23
H -4.609807 -0.585129 -3.679722 -0.01 0.00 -0.01 0.23
H -4.268629 -1.967246 -1.791705 0.00 -0.01 0.01 0.24
H -3.093975 -1.438683 -0.580909 -0.01 -0.01 -0.03 0.22
H -2.633584 -2.629252 -1.788911 0.00 0.03 0.00 0.23
```
Positions in Å, forces in eV/Å.

The HOMO energy (spin up / spin down) is -11.641 / -11.641 eV. Its charge is +1. The energy comes out at -6305.401334 a.u.

---

Among the records above, which one has the lowest energy?
C22H31AsMoN3SeSi2

---

Which of these has the lowest energy?
C22H31AsMoN3SeSi2

---

Which formula does entry 2 have?
C22H30NO7S